--- 1 ---
Computed, not measured: one molecule with the formula C3H7N5, with ωB97M-V with the def2-TZVPD basis set.

Values from the calculation:
**HOMO-LUMO gap**: 8.6301 eV
**SMILES**: [H]/N=c1\nc(C)n(N)[nH]1

Last column: Löwdin charge in e.
Cartesian coordinates (Å):
C1 2.06953 0.08768 0.12644  -0.02
C2 0.59491 0.29746 0.26960  -0.41
C3 -1.57409 0.18928 1.10744  -0.34
H1 2.53635 0.51376 1.03564  0.10
H2 2.47397 -0.73780 -0.30924  0.03
H3 2.48910 0.79416 -0.69388  0.11
H4 -2.51941 -0.31230 2.75146  0.05
H5 -2.36708 0.46032 -1.07082  0.27
H6 0.41587 -1.32813 -1.22466  0.04
H7 0.61258 -0.26757 -2.31727  0.12
N1 -0.02770 0.37913 1.44957  0.15
N2 -2.72989 -0.22666 1.69950  0.05
N3 -1.44787 0.54518 -0.26279  -0.05
N4 -0.30532 0.39088 -0.75281  -0.23
N5 -0.22097 -0.78538 -1.80816  0.12

=====

--- 2 ---
Computed, not measured: one molecule with the formula C3H7N5, with ωB97M-V with the def2-TZVPD basis set.

Values from the calculation:
**HOMO-LUMO gap**: 9.9618 eV
**SMILES**: [H]/N=C(\N)N(N)CC#N

Last column: Löwdin charge in e.
Cartesian coordinates (Å):
C1 0.81742 -0.41954 1.19663  -0.14
N1 -0.03282 0.51432 0.56457  -0.19
C2 -0.89349 0.19187 -0.50032  -0.53
N2 0.49552 1.82616 0.55103  0.05
N3 -1.18550 -1.14078 -0.66952  0.15
N4 -1.21880 1.14948 -1.26917  0.11
C3 1.84408 -1.24029 0.23612  -0.19
N5 2.58859 -1.69735 -0.50473  0.11
H1 1.04908 1.97134 -0.29442  0.09
H2 -0.29518 2.46628 0.48928  0.08
H3 -1.08095 -1.78424 0.10029  0.08
H4 -1.94183 -1.34180 -1.30328  0.10
H5 -1.89319 0.90323 -1.98446  0.04
H6 0.38797 -1.46568 1.37637  0.11
H7 1.35909 0.06699 2.01161  0.12

=====

Computed relative energies in units of hartree: 1 0.1236; 2 0.0000

=====

--- 1 ---
Computed, not measured: a 4-piece molecular cluster, C3H7N5 overall, with ωB97M-V with the def2-TZVPD basis set.

Values from the calculation:
**HOMO-LUMO gap**: 8.4665 eV

Last column: Löwdin charge in e.
Cartesian coordinates (Å):
C1 1.46067 -0.31773 -2.10858  -0.03
C2 -0.88469 -0.22271 0.38918  -0.46
C3 -0.04636 0.78229 0.92977  -0.51
H1 0.86869 -0.28702 -2.95107  0.03
H2 1.76498 -1.39400 -1.66136  0.11
H3 2.62339 0.23361 -1.75095  0.17
H4 -2.99170 -0.91147 -0.41326  0.21
H5 -2.12766 -2.10159 1.42433  0.21
H6 0.85723 2.27746 1.62302  0.25
H7 -0.67026 1.09711 3.10061  0.19
N1 0.56407 0.21898 -1.01786  -0.25
N2 -0.30527 -0.77278 -0.61744  0.10
N3 -2.20260 -0.81690 0.77120  -0.09
N4 0.28872 1.15438 2.26850  0.00
N5 0.80078 1.06037 0.01391  0.07

=====

--- 2 ---
Computed, not measured: C3H7N5 as an isolated structure, with ωB97M-V with the def2-TZVPD basis set.

Values from the calculation:
**HOMO-LUMO gap**: 8.9760 eV

Last column: Löwdin charge in e.
Cartesian coordinates (Å):
C1 0.89987 -0.48574 0.05232  -0.30
C2 1.00367 -0.10639 1.42177  -0.19
C3 -0.31281 -0.02743 -0.37274  -0.31
H1 2.81455 0.08052 -0.66551  0.05
H2 2.57662 -1.67371 -0.37248  0.12
H3 2.11091 -0.47051 1.78061  0.16
H4 -2.78057 0.11268 1.26644  0.17
H5 -2.23002 1.35762 -0.25471  0.10
H6 -0.44137 0.02065 -2.32270  0.09
H7 -1.92983 -0.16061 -1.93538  0.17
N1 2.16851 -0.67780 -0.60384  0.01
N2 -0.05892 0.32228 1.92964  0.10
N3 -0.72567 0.44298 0.83967  -0.24
N4 -2.10098 0.92471 0.74673  0.02
N5 -0.99395 0.34075 -1.50984  0.05

=====

--- 3 ---
Computed, not measured: C3H7N5 as an isolated structure, with ωB97M-V with the def2-TZVPD basis set.

Values from the calculation:
**HOMO-LUMO gap**: 8.8931 eV

Last column: Löwdin charge in e.
Cartesian coordinates (Å):
C1 0.95449 -0.22322 -0.20726  -0.43
C2 0.53877 -1.43159 -0.08667  -0.08
C3 -0.14587 0.71983 -0.42371  -0.30
H1 2.89455 0.37152 -0.86613  0.16
H2 3.02498 -0.16287 0.82226  0.15
H3 1.18752 -2.42557 0.17519  0.18
H4 -1.37322 -1.92070 0.54302  0.17
H5 -2.15257 0.57417 1.46501  0.16
H6 -2.91755 1.29713 -0.15229  0.17
H7 0.71129 2.57393 -0.29576  0.08
N1 2.22845 0.24512 0.09203  -0.01
N2 -0.87324 -1.53401 -0.38001  -0.09
N3 -1.29144 -0.27209 -0.76461  -0.12
N4 -2.51328 0.12428 0.28300  -0.08
N5 -0.27286 2.06411 -0.20407  0.06

=====

Computed relative energies in units of hartree: 1 0.1891; 2 0.0000; 3 0.0901